[1]
This record from OMol25 describes an isolated molecule of C4H4N2O. The level of theory is ωB97M-V with the def2-TZVPD basis set.

```
11
Properties=species:S:1:pos:R:3:lowdin_charge:R:1
N -0.77 2.16 -0.56 0.1570
C -0.36 1.01 -0.22 -0.3998
C 0.28 0.74 1.08 -0.0689
N 0.75 -0.40 1.43 0.0866
C 0.60 -1.43 0.50 -0.1318
C -0.05 -1.27 -0.66 -0.1027
O -0.49 -0.06 -1.07 0.0452
H -1.13 2.08 -1.51 0.0670
H 0.36 1.59 1.75 0.1201
H 1.14 -2.35 0.60 0.1013
H -0.32 -2.08 -1.32 0.1260
```

The value obtained for the max |F| is 0.01534 hartree/bohr. Its energy relative to the best compared isomer or geometry (same formula, charge and spin) is 34.1 kcal per mole. Its structure (SMILES) is [H]/N=c1/cncco1. As for the LUMO energy: 0.0 eV. As for the total energy: -9239.0090 eV. Its HOMO energy is -9.01 eV.


[2]
This record from OMol25 describes a structure of composition CHN2OS at a distorted geometry. The level of theory is ωB97M-V with the def2-TZVPD basis set.

```
6
Properties=species:S:1:pos:R:3:lowdin_charge:R:1
C -2.52 0.12 0.10 -0.6101
N -3.51 0.71 0.27 0.0676
N -1.45 -0.57 0.02 -0.6040
O -1.31 -1.72 -0.65 -0.3472
S -0.34 0.82 -0.49 0.6109
H -0.78 0.56 -1.80 -0.1172
```

The value obtained for the max |F| is 0.06862 hartree/bohr. As for the total charge: -1. Its energy relative to the best compared isomer or geometry (same formula, charge and spin) is 51.4 kcal per mole. As for the LUMO energy: 3.6 eV. As for the total energy: -16913.7099 eV. Its HOMO energy is -2.96 eV.


[3]
This record from OMol25 describes a structure of composition C6H6N2O2 at a distorted geometry. The level of theory is ωB97M-V with the def2-TZVPD basis set.

```
16
Properties=species:S:1:pos:R:3:lowdin_charge:R:1
C -1.25 1.03 0.02 -0.4212
C 0.02 1.84 0.25 0.0221
C 1.23 1.36 -0.08 -0.0157
C 0.16 -0.58 -1.27 -0.5396
C 0.02 -2.21 1.02 -0.0461
C -0.20 -1.78 2.25 -0.0325
H -1.79 -0.52 -1.24 0.1591
H -0.06 2.89 0.56 0.1188
H 2.19 1.84 0.09 0.1242
H 2.09 -0.10 -1.26 0.1075
H 0.27 -2.22 -0.32 0.1318
H -0.47 -1.44 3.26 0.0118
N -1.04 0.03 -0.89 0.1856
N 1.26 0.10 -0.85 0.1426
O -2.36 1.31 0.52 0.0520
O -0.03 -1.56 -2.06 -0.0007
```

The value obtained for the max |F| is 0.15252 hartree/bohr. Its energy relative to the best compared isomer or geometry (same formula, charge and spin) is 95.0 kcal per mole. As for the LUMO energy: 0.3 eV. As for the total energy: -13390.5058 eV. Its HOMO energy is -9.91 eV.


[4]
This record from OMol25 describes a structure of composition C26H32AlF8O21 at a distorted geometry. The level of theory is ωB97M-V with the def2-TZVPD basis set.

```
88
Properties=species:S:1:pos:R:3:lowdin_charge:R:1
C 5.31 -1.77 1.87 -0.0988
C 4.34 -1.04 2.51 -0.3000
C 3.31 -0.22 1.84 -0.2914
Al 2.24 -1.20 0.40 0.3091
C 0.23 -0.94 0.68 -0.2683
C -0.36 -1.40 1.99 -0.3105
F 0.21 -0.71 3.08 -0.1004
H 5.34 -2.85 1.91 0.0242
H 6.01 -1.25 1.21 0.0208
H 4.34 -1.01 3.61 0.0766
H 2.63 0.24 2.57 0.0340
H 3.80 0.62 1.30 0.0313
H 2.58 -0.46 -1.01 -0.0768
H 2.69 -2.75 0.22 -0.0942
H 0.06 0.14 0.62 0.0419
H -0.30 -1.42 -0.14 0.0197
H -1.43 -1.18 2.05 0.0887
H -0.26 -2.48 2.15 0.0992
C -3.68 -2.54 -2.07 -0.0582
C -2.74 -2.31 -3.23 -0.3094
O -1.47 -2.40 -2.61 0.1193
C -1.60 -3.22 -1.52 -0.5480
O -0.70 -3.70 -0.93 0.1866
O -2.91 -3.41 -1.23 0.0704
F -2.88 -1.08 -3.78 0.0783
H -3.90 -1.61 -1.54 0.1247
H -4.61 -3.02 -2.36 0.1280
H -2.80 -3.05 -4.03 0.1697
C 0.34 0.40 -2.97 -0.0724
C 0.73 0.91 -4.34 -0.3017
O 0.88 2.30 -4.11 0.1168
C 1.23 2.45 -2.79 -0.5594
O 1.68 3.46 -2.35 0.1550
O 1.01 1.33 -2.12 0.0325
F -0.25 0.71 -5.27 0.0540
H -0.74 0.46 -2.79 0.0987
H 0.68 -0.62 -2.77 0.1232
H 1.66 0.51 -4.73 0.1703
C -2.96 3.19 0.98 -0.0483
C -1.70 3.78 0.38 -0.3107
O -1.14 2.67 -0.29 0.1393
C -2.16 1.84 -0.64 -0.5244
O -2.06 0.95 -1.41 0.1672
O -3.29 2.17 0.03 0.0681
F -0.84 4.22 1.33 0.0834
H -2.75 2.73 1.95 0.1468
H -3.77 3.90 1.08 0.1355
H -1.87 4.58 -0.34 0.1732
C -8.44 -1.49 0.01 -0.0482
C -7.57 -2.59 -0.56 -0.3110
O -6.37 -1.91 -0.85 0.1102
C -6.27 -0.86 0.03 -0.5374
O -5.28 -0.25 0.24 0.1976
O -7.47 -0.64 0.62 0.0739
F -8.09 -3.10 -1.71 0.0697
H -8.96 -0.95 -0.78 0.1437
H -9.16 -1.84 0.75 0.1397
H -7.35 -3.40 0.13 0.1400
C 5.12 3.65 0.53 -0.0263
C 5.72 2.83 1.66 -0.3085
O 6.61 3.77 2.26 0.1243
C 6.10 5.01 2.04 -0.5656
O 6.46 5.99 2.62 0.1552
O 5.16 4.98 1.09 0.0783
F 6.44 1.78 1.20 0.0719
H 5.74 3.61 -0.36 0.1114
H 4.11 3.36 0.27 0.1475
H 5.00 2.48 2.40 0.1674
C -6.16 -5.00 3.77 -0.0452
C -6.55 -3.65 3.22 -0.2885
O -7.54 -3.22 4.13 0.1311
C -7.27 -3.81 5.33 -0.5421
O -7.75 -3.49 6.36 0.1927
O -6.38 -4.82 5.17 0.0774
F -7.11 -3.74 1.97 0.0448
H -6.81 -5.79 3.39 0.1446
H -5.12 -5.26 3.57 0.1448
H -5.75 -2.91 3.19 0.1820
C 9.23 2.65 -1.59 -0.0493
C 9.34 2.31 -3.06 -0.3217
O 8.00 2.02 -3.41 0.1362
C 7.20 2.74 -2.57 -0.5366
O 6.04 2.93 -2.73 0.1980
O 7.92 3.21 -1.52 0.0560
F 10.10 1.21 -3.28 0.0720
H 9.28 1.76 -0.97 0.1483
H 9.97 3.37 -1.26 0.1385
H 9.71 3.12 -3.69 0.1700
```

The value obtained for the max |F| is 0.03891 hartree/bohr. As for the total charge: -1. As for the LUMO energy: 1.6 eV. As for the total energy: -98814.2863 eV. Its HOMO energy is -3.47 eV.